{
  "formula": "C3H8NO3",
  "method": "ωB97M-V/def2-TZVPD",
  "species": ["C", "N", "C", "O", "O", "C", "H", "H", "H", "H", "H", "H", "H", "H", "O"],
  "coordinates": [[-0.1208, 1.3718, -0.9926], [-0.2349, 0.3769, 0.0797], [0.6995, 0.0835, 0.9926], [1.6216, 0.8368, 1.2138], [0.4571, -0.9610, 1.6120], [-1.1215, 1.1762, -2.1284], [-0.2771, 2.4359, -0.6138], [0.9335, 1.3622, -1.3622], [-0.8675, -0.2703, -0.2576], [-0.8512, 1.8613, -2.8890], [-2.2095, 1.3784, -1.7977], [-1.0389, 0.2135, -2.5380], [-0.0934, -2.9662, -0.3177], [-0.3305, -1.9762, 0.6447], [-0.8741, -2.4341, -0.1578]],
  "homo_energy_ev": -4.282,
  "de_lowest_ev": 0.842,
  "total_charge": -1,
  "energy_ev": -10874.9460,
  "lumo_energy_ev": 3.88,
  "spin_multiplicity": 1,
  "orbital_gap_ha": 0.29991
}